[1]
{"formula": "C2HClO4", "method": "wB97M-V/def2-TZVPD", "energy_ev": -22797.853, "fmax_ha_per_bohr": 0.193, "multiplicity": 3, "e_above_lowest_kj_mol": 0.0, "elements": ["C", "C", "O", "O", "O", "O", "Cl", "H"], "xyz": [[-2.344, 0.273, -0.280], [0.989, -0.146, 0.358], [-2.235, -0.359, -1.263], [-2.492, 0.949, 0.645], [0.180, 0.039, 1.240], [2.093, -0.848, 0.505], [0.878, 0.691, -1.267], [2.931, -0.600, 0.061]]}

---

[2]
{"formula": "C2HCuFO2", "method": "wB97M-V/def2-TZVPD", "energy_ev": -53536.201, "fmax_ha_per_bohr": 0.053, "multiplicity": 2, "e_above_lowest_kj_mol": 195.9, "elements": ["O", "C", "C", "H", "F", "Cu", "O"], "xyz": [[0.083, -0.863, -0.791], [-1.000, -0.637, -0.364], [-1.854, -0.070, 0.488], [-2.177, -0.634, 1.366], [-2.681, 0.893, 0.059], [1.875, -0.370, -0.488], [2.321, 0.731, 0.748]]}

---

[3]
{"formula": "C2HF2I2N", "method": "wB97M-V/def2-TZVPD", "energy_ev": -25212.464, "fmax_ha_per_bohr": 0.038, "multiplicity": 1, "e_above_lowest_kj_mol": 291.7, "elements": ["C", "C", "N", "F", "F", "I", "I", "H"], "xyz": [[-2.103, -1.124, -0.152], [1.015, 1.268, -0.234], [-1.000, -1.328, 0.039], [1.204, 1.744, 0.975], [1.665, 2.141, -0.947], [-4.036, -0.759, -0.108], [2.367, -0.855, -0.103], [0.887, -1.087, 0.532]]}